# 1
ORCA calculation (ωB97M-V/def2-TZVPD) on a 11-piece molecular cluster, C56H90Cl3N10O3 overall in a non-equilibrium geometry.

Calculated values
- multiplicity = 4
- energy (Eh) = -4341.1695
- expectation value of S² = 3.7662
- net charge = 0
- LUMO level (alpha / beta) (eV) = 0.15 / -0.36
- HOMO-LUMO gap (alpha / beta) (eV) = 8.19 / 7.68

Last column: Mulliken charge in e.
Geometry (Å):
C1 32.06 25.16 -5.75  0.0825
Cl1 33.43 25.49 -4.69  -0.1213
Cl2 31.25 23.60 -5.59  -0.1073
Cl3 32.58 25.59 -7.44  -0.1276
H1 31.34 25.88 -5.36  0.2708
C2 20.03 12.02 0.22  -1.6135
C3 21.16 13.12 0.53  1.4880
C4 21.87 13.39 -0.79  -1.2626
C5 21.16 14.27 -1.82  -0.6506
C6 20.63 15.54 -1.13  -1.2393
C7 19.87 15.38 0.22  1.4200
N1 20.57 14.42 1.08  0.3194
O1 19.94 14.31 2.42  -0.4556
C8 19.87 16.82 0.88  -1.6717
C9 18.34 15.11 -0.15  -1.5801
C10 22.24 12.42 1.40  -1.7143
H2 20.41 11.01 0.07  0.4195
H3 19.47 12.22 -0.69  0.3051
H4 19.29 12.03 1.03  0.3666
H5 22.79 13.93 -0.57  0.4246
H6 22.16 12.45 -1.27  0.3805
H7 20.32 13.74 -2.28  0.3343
H8 21.94 14.51 -2.54  0.3662
H9 20.01 16.02 -1.89  0.3758
H10 21.42 16.27 -0.94  0.5027
H11 19.06 16.98 1.58  0.3408
H12 20.84 17.02 1.32  0.4454
H13 19.71 17.62 0.15  0.3986
H14 17.80 15.14 0.79  0.4103
H15 17.81 15.85 -0.75  0.3871
H16 18.19 14.11 -0.57  0.3026
H17 23.09 13.02 1.70  0.4027
H18 22.57 11.46 0.99  0.3733
H19 21.84 12.07 2.35  0.4238
C11 26.56 16.54 5.76  -1.5465
C12 27.26 17.92 5.55  1.4105
C13 28.39 18.04 6.58  -1.2060
C14 29.63 17.23 6.17  -0.7268
C15 30.04 17.67 4.75  -1.1657
C16 28.98 17.53 3.59  1.3381
N2 27.73 18.09 4.12  0.4786
O2 26.68 18.23 3.11  -0.5069
C17 29.55 18.39 2.40  -1.6668
C18 28.99 16.06 3.17  -1.6410
C19 26.30 19.08 5.99  -1.6710
H20 27.06 15.73 5.23  0.2809
H21 25.54 16.53 5.40  0.3950
H22 26.40 16.32 6.82  0.3790
H23 28.75 19.03 6.85  0.3714
H24 27.98 17.61 7.49  0.4487
H25 29.32 16.18 6.19  0.3031
H26 30.45 17.28 6.87  0.4024
H27 30.92 17.12 4.42  0.5187
H28 30.27 18.72 4.90  0.3427
H29 28.82 18.55 1.61  0.3883
H30 29.71 19.41 2.75  0.4146
H31 30.48 18.00 2.01  0.3514
H32 28.25 15.79 2.42  0.3360
H33 29.98 15.82 2.79  0.4377
H34 28.86 15.39 4.02  0.3571
H35 25.83 18.78 6.92  0.3769
H36 25.49 19.32 5.30  0.3773
H37 26.91 19.99 6.03  0.4223
C20 18.98 31.37 -10.84  -1.7300
C21 18.89 32.50 -9.84  1.2022
C22 17.39 33.01 -10.02  -1.1837
C23 16.95 34.09 -8.96  -0.7472
C24 17.21 33.60 -7.50  -1.0625
C25 18.63 32.92 -7.29  1.7237
N3 19.11 32.06 -8.47  0.3602
O3 20.35 31.30 -8.33  -0.4797
C26 19.59 34.05 -7.06  -1.8190
C27 18.47 32.03 -6.08  -1.8404
C28 19.85 33.60 -10.43  -1.4795
H38 18.69 31.66 -11.85  0.3947
H39 18.26 30.59 -10.59  0.4525
H40 20.00 31.00 -10.96  0.3744
H41 17.27 33.40 -11.03  0.4548
H42 16.70 32.17 -10.01  0.4615
H43 15.87 34.14 -9.08  0.3891
H44 17.49 35.02 -9.12  0.3286
H45 16.32 33.06 -7.19  0.4430
H46 17.11 34.53 -6.95  0.3268
H47 19.43 34.39 -6.04  0.4387
H48 20.63 33.73 -7.11  0.3445
H49 19.52 34.74 -7.90  0.3497
H50 17.72 31.27 -6.29  0.4444
H51 19.31 31.35 -5.93  0.3849
H52 18.27 32.62 -5.18  0.3998
H53 19.88 34.48 -9.79  0.2982
H54 19.62 33.83 -11.47  0.3711
H55 20.92 33.41 -10.36  0.3989
N4 28.31 30.73 -8.10  0.0033
C29 28.20 31.09 -6.79  -0.4276
C30 29.41 31.26 -6.25  -0.4170
C31 30.36 31.08 -7.28  -0.5431
C32 29.60 30.84 -8.37  -0.3404
H56 27.57 30.44 -8.73  0.1969
H57 27.17 31.17 -6.46  0.3778
H58 29.55 31.60 -5.23  0.3963
H59 31.42 31.23 -7.34  0.3796
H60 29.90 30.63 -9.38  0.3761
N5 28.55 27.51 0.94  0.0031
C33 29.74 27.00 0.45  -0.3762
C34 29.90 25.74 1.03  -0.4001
C35 28.87 25.57 1.99  -0.3709
C36 28.02 26.67 1.86  -0.5994
H61 28.19 28.37 0.57  0.2081
H62 30.32 27.60 -0.25  0.3640
H63 30.76 25.12 0.84  0.3834
H64 28.81 24.68 2.59  0.3923
H65 27.13 26.92 2.41  0.3955
N6 24.85 20.33 -9.50  0.0004
C37 24.18 19.21 -9.84  -0.4278
C38 24.62 18.75 -11.10  -0.3166
C39 25.75 19.54 -11.45  -0.4387
C40 25.83 20.45 -10.47  -0.4942
H66 24.78 20.87 -8.65  0.2111
H67 23.48 18.77 -9.16  0.3597
H68 24.15 17.91 -11.58  0.3692
H69 26.37 19.42 -12.32  0.3838
H70 26.60 21.19 -10.31  0.3529
N7 19.01 25.26 1.12  -0.0016
C41 18.02 26.15 0.78  -0.4243
C42 17.58 26.73 1.99  -0.3436
C43 18.36 26.23 3.03  -0.4137
C44 19.23 25.25 2.46  -0.4861
H71 19.53 24.70 0.47  0.2002
H72 17.68 26.28 -0.24  0.3596
H73 16.71 27.38 2.05  0.3702
H74 18.27 26.52 4.07  0.3761
H75 20.00 24.62 2.88  0.3620
N8 24.63 24.34 -2.44  0.0170
C45 24.40 25.19 -3.49  -0.4464
C46 23.38 24.73 -4.31  -0.3684
C47 22.94 23.54 -3.71  -0.3887
C48 23.68 23.36 -2.52  -0.5499
H76 25.33 24.49 -1.73  0.2056
H77 25.04 26.06 -3.57  0.3746
H78 22.96 25.19 -5.20  0.3882
H79 22.08 22.99 -4.05  0.3817
H80 23.72 22.56 -1.80  0.3866
N9 14.84 17.86 -5.71  -0.0562
C49 15.00 16.47 -5.91  -0.4398
C50 15.91 16.36 -6.97  -0.3760
C51 16.44 17.62 -7.28  -0.3298
C52 15.88 18.56 -6.42  -0.4744
H81 14.14 18.28 -5.11  0.1991
H82 14.40 15.74 -5.38  0.3691
H83 16.24 15.41 -7.38  0.3701
H84 17.19 17.84 -8.01  0.3770
H85 16.02 19.62 -6.26  0.3615
N10 23.94 30.78 1.29  0.0042
C53 24.09 31.11 -0.05  -0.5308
C54 24.98 32.17 -0.17  -0.2360
C55 25.27 32.55 1.15  -0.4718
C56 24.60 31.72 2.01  -0.4906
H86 23.35 30.04 1.64  0.2086
H87 23.59 30.55 -0.82  0.3873
H88 25.35 32.58 -1.09  0.3974
H89 26.07 33.26 1.32  0.3584
H90 24.52 31.63 3.08  0.3757



# 2
ORCA calculation (ωB97M-V/def2-TZVPD) on a 9-piece molecular cluster, C57H127BrN7O3 overall in a non-equilibrium geometry.

Calculated values
- multiplicity = 1
- energy (Eh) = -5429.2043
- net charge = +5
- LUMO level (eV) = -6.74
- HOMO-LUMO gap (eV) = 4.08

Last column: Mulliken charge in e.
Geometry (Å):
O1 -17.65 -24.33 -14.21  -0.4744
C1 -16.62 -25.18 -14.08  0.6350
O2 -16.81 -26.18 -13.44  -0.7071
O3 -15.46 -24.94 -14.49  -0.7928
H1 -18.30 -24.91 -13.80  0.3388
C2 -13.55 -26.85 -3.05  -1.2548
C3 -14.34 -27.09 -4.37  -0.3151
C4 -14.72 -28.56 -4.80  -0.6452
N1 -15.54 -28.52 -6.18  0.0510
C5 -14.84 -27.89 -7.32  -1.0920
C6 -16.93 -27.88 -6.06  -0.5971
C7 -17.77 -28.46 -7.15  -0.7711
C8 -17.17 -29.87 -7.43  -0.6356
C9 -15.85 -29.95 -6.60  -0.5812
H2 -14.11 -27.08 -2.15  0.3420
H3 -13.35 -25.79 -3.19  0.3423
H4 -12.54 -27.26 -2.95  0.3543
H5 -13.79 -26.61 -5.18  0.3061
H6 -15.32 -26.61 -4.41  0.3454
H7 -15.42 -29.00 -4.08  0.4049
H8 -13.82 -29.17 -4.83  0.3912
H9 -13.80 -28.21 -7.33  0.3304
H10 -15.00 -26.81 -7.27  0.3542
H11 -15.35 -28.25 -8.21  0.5104
H12 -16.83 -26.81 -6.21  0.4209
H13 -17.15 -28.14 -5.02  0.4563
H14 -17.82 -27.87 -8.06  0.3953
H15 -18.83 -28.46 -6.89  0.3984
H16 -17.08 -29.97 -8.51  0.3016
H17 -17.84 -30.68 -7.14  0.3635
H18 -15.00 -30.43 -7.09  0.4165
H19 -16.03 -30.50 -5.68  0.4073
C10 -17.77 -32.64 -16.28  -1.4318
C11 -16.49 -31.86 -15.90  -0.2272
C12 -15.25 -32.79 -16.00  -1.0680
N2 -13.90 -32.15 -15.61  0.3853
C13 -13.75 -30.87 -16.43  -0.9939
C14 -13.79 -32.05 -14.09  -0.5809
C15 -12.63 -32.82 -13.56  -0.6005
C16 -11.75 -33.01 -14.84  -0.6213
C17 -12.85 -33.21 -15.94  -0.6925
H20 -17.84 -33.61 -15.77  0.3650
H21 -17.79 -32.80 -17.36  0.3628
H22 -18.70 -32.15 -15.97  0.3851
H23 -16.63 -31.42 -14.91  0.3865
H24 -16.56 -31.07 -16.65  0.2728
H25 -15.27 -33.20 -17.01  0.4690
H26 -15.39 -33.54 -15.22  0.5174
H27 -12.71 -30.55 -16.44  0.3865
H28 -14.20 -29.97 -16.02  0.3975
H29 -14.14 -30.95 -17.44  0.3485
H30 -13.86 -31.00 -13.78  0.4499
H31 -14.71 -32.45 -13.67  0.3415
H32 -12.00 -32.25 -12.88  0.2788
H33 -12.90 -33.78 -13.11  0.3687
H34 -11.03 -32.22 -15.07  0.3531
H35 -11.12 -33.89 -14.70  0.3919
H36 -12.40 -33.04 -16.92  0.3509
H37 -13.30 -34.20 -15.97  0.4046
C18 -16.13 -21.81 -26.18  -1.3734
C19 -15.65 -22.65 -25.02  -0.0280
C20 -15.98 -24.15 -25.20  -0.8915
N3 -16.07 -24.97 -23.86  0.2707
C21 -16.30 -26.47 -24.27  -1.0704
C22 -17.32 -24.45 -23.03  -0.6017
C23 -16.71 -23.86 -21.72  -0.4501
C24 -15.55 -24.79 -21.53  -0.5731
C25 -14.94 -24.90 -22.89  -0.4252
H38 -15.37 -21.66 -26.94  0.3480
H39 -16.27 -20.80 -25.80  0.3783
H40 -17.08 -22.19 -26.57  0.3375
H41 -16.13 -22.10 -24.21  0.0843
H42 -14.58 -22.57 -24.79  0.4223
H43 -15.18 -24.56 -25.80  0.3941
H44 -16.86 -24.32 -25.82  0.4733
H45 -16.43 -26.90 -23.28  0.4639
H46 -15.46 -26.96 -24.76  0.3508
H47 -17.21 -26.72 -24.81  0.3461
H48 -17.98 -25.29 -22.82  0.3667
H49 -17.83 -23.79 -23.73  0.3419
H50 -17.44 -23.87 -20.92  0.3739
H51 -16.42 -22.84 -21.96  0.2496
H52 -15.86 -25.74 -21.08  0.2979
H53 -14.85 -24.35 -20.82  0.3784
H54 -14.26 -25.74 -22.96  0.2684
H55 -14.39 -24.02 -23.22  0.2673
C26 -29.51 -25.52 -16.22  -1.3923
C27 -28.40 -25.19 -17.23  -0.1785
C28 -27.23 -26.21 -17.08  -0.7205
N4 -26.07 -26.01 -18.09  0.1242
C29 -26.64 -26.15 -19.54  -1.1247
C30 -24.83 -26.99 -18.04  -0.6099
C31 -23.55 -26.31 -18.51  -0.5515
C32 -24.08 -24.91 -18.91  -0.6821
C33 -25.32 -24.68 -18.00  -0.7031
H56 -29.16 -25.92 -15.27  0.3782
H57 -30.22 -26.22 -16.65  0.3640
H58 -30.07 -24.62 -15.95  0.3716
H59 -28.02 -24.19 -17.02  0.3431
H60 -28.89 -25.12 -18.20  0.2628
H61 -27.57 -27.24 -17.20  0.3705
H62 -26.62 -26.05 -16.19  0.4624
H63 -27.19 -25.21 -19.66  0.3766
H64 -27.26 -27.05 -19.62  0.2818
H65 -25.84 -26.35 -20.26  0.5134
H66 -25.06 -27.86 -18.65  0.3692
H67 -24.80 -27.36 -17.02  0.4511
H68 -23.08 -26.85 -19.33  0.2977
H69 -22.84 -26.33 -17.68  0.3313
H70 -24.41 -24.86 -19.95  0.2774
H71 -23.48 -24.04 -18.64  0.4633
H72 -25.87 -23.79 -18.29  0.4094
H73 -25.02 -24.54 -16.96  0.5093
C34 -22.87 -17.98 -16.20  -1.4523
C35 -23.11 -16.92 -17.33  -0.3211
C36 -24.49 -16.19 -17.20  -0.7211
N5 -24.57 -14.83 -17.99  0.2231
C37 -26.02 -14.37 -17.75  -1.0648
C38 -23.47 -13.85 -17.47  -0.6750
C39 -22.75 -13.32 -18.78  -0.4214
C40 -23.71 -13.54 -19.90  -0.6057
C41 -24.34 -14.94 -19.51  -0.5079
H74 -23.66 -18.73 -16.25  0.3371
H75 -22.92 -17.55 -15.20  0.3631
H76 -21.91 -18.49 -16.21  0.3859
H77 -23.02 -17.55 -18.21  0.3265
H78 -22.27 -16.25 -17.45  0.3637
H79 -24.59 -15.99 -16.14  0.4592
H80 -25.21 -16.93 -17.53  0.4144
H81 -26.23 -14.22 -16.69  0.3670
H82 -26.67 -15.14 -18.16  0.4148
H83 -26.05 -13.39 -18.22  0.4394
H84 -24.01 -13.04 -16.97  0.3678
H85 -22.81 -14.23 -16.70  0.3639
H86 -22.41 -12.30 -18.62  0.3657
H87 -21.85 -13.93 -18.92  0.2813
H88 -24.45 -12.74 -20.00  0.3035
H89 -23.13 -13.61 -20.82  0.3680
H90 -25.27 -15.18 -20.01  0.2871
H91 -23.60 -15.73 -19.63  0.3379
C42 -16.55 -17.32 -13.98  -1.3553
C43 -16.94 -17.72 -12.51  -0.4162
C44 -16.08 -18.88 -11.95  -0.9170
N6 -16.53 -19.44 -10.62  0.2059
C45 -18.02 -19.99 -10.66  -0.9783
C46 -16.37 -18.47 -9.46  -0.6402
C47 -14.84 -18.31 -9.24  -0.6592
C48 -14.36 -19.73 -9.53  -0.5474
C49 -15.49 -20.52 -10.25  -0.4782
H92 -17.21 -16.48 -14.21  0.3969
H93 -16.93 -17.97 -14.77  0.3601
H94 -15.50 -17.05 -14.15  0.3554
H95 -18.01 -17.83 -12.34  0.3304
H96 -16.62 -16.91 -11.85  0.2967
H97 -15.02 -18.64 -11.95  0.4818
H98 -16.25 -19.75 -12.58  0.5044
H99 -18.30 -20.56 -11.55  0.3906
H100 -18.73 -19.17 -10.65  0.4017
H101 -18.18 -20.57 -9.75  0.4083
H102 -16.62 -18.96 -8.52  0.4376
H103 -16.89 -17.53 -9.67  0.4257
H104 -14.58 -18.04 -8.22  0.3665
H105 -14.38 -17.51 -9.83  0.3367
H106 -14.00 -20.29 -8.66  0.3764
H107 -13.43 -19.60 -10.08  0.2834
H108 -15.81 -21.30 -9.56  0.3780
H109 -15.10 -20.90 -11.19  0.2541
C50 -3.21 -25.51 -12.33  -1.0791
C51 -3.70 -25.18 -10.90  -0.5408
C52 -5.20 -24.98 -10.62  -0.7725
N7 -6.15 -26.06 -11.13  0.2460
C53 -5.74 -27.44 -10.64  -0.8587
C54 -7.58 -25.70 -10.52  -0.6723
C55 -8.61 -26.20 -11.52  -0.5708
C56 -7.86 -25.97 -12.89  -0.7421
C57 -6.37 -25.90 -12.63  -0.5408
H110 -2.27 -25.05 -12.61  0.3548
H111 -3.78 -25.17 -13.19  0.2686
H112 -3.08 -26.60 -12.34  0.2950
H113 -3.13 -24.28 -10.68  0.4084
H114 -3.37 -25.98 -10.24  0.2993
H115 -5.51 -24.01 -11.01  0.4913
H116 -5.29 -24.99 -9.53  0.4365
H117 -5.43 -27.50 -9.60  0.3015
H118 -4.87 -27.65 -11.27  0.3572
H119 -6.55 -28.12 -10.90  0.3752
H120 -7.63 -26.11 -9.51  0.4071
H121 -7.62 -24.62 -10.36  0.4449
H122 -8.83 -27.26 -11.41  0.3179
H123 -9.53 -25.64 -11.39  0.3717
H124 -8.21 -26.70 -13.62  0.3157
H125 -8.16 -25.04 -13.38  0.3521
H126 -5.74 -26.60 -13.19  0.4233
H127 -6.08 -24.91 -12.98  0.3107
Br1 -23.13 -25.35 -11.68  -0.9927